Computed, not measured: 12 unconnected molecules or ions with the total composition C48H70N12 in a non-equilibrium geometry, with the ωB97M-V functional and the def2-TZVPD basis.

Structure (XYZ):
```
130
Properties=species:S:1:pos:R:3:forces:R:3:lowdin_charge:R:1
C 13.198 -23.542 12.063 -0.9 -0.8 -1.1 -0.156
C 13.526 -22.321 12.662 0.6 0.2 0.6 -0.117
C 14.173 -21.553 11.723 0.0 -0.1 0.0 -0.115
N 14.203 -22.282 10.562 -0.6 0.4 -0.1 0.020
C 13.515 -23.451 10.720 0.7 0.1 0.3 -0.147
H 12.738 -24.404 12.523 -0.2 0.1 0.0 0.090
H 13.349 -22.126 13.708 0.2 0.4 -0.1 0.101
H 14.589 -20.562 11.776 0.1 0.0 0.0 0.109
H 14.573 -21.981 9.680 0.0 0.2 0.0 0.148
H 13.273 -24.014 9.834 0.2 -0.5 0.3 0.110
C 9.517 -23.397 8.526 0.0 0.4 -0.2 -0.119
C 8.793 -24.568 8.190 0.2 -0.2 -0.3 -0.107
C 9.088 -25.513 9.134 0.4 -0.1 0.6 -0.124
N 9.919 -24.935 10.069 0.3 0.9 -0.8 0.014
C 10.225 -23.650 9.662 -0.3 -0.3 0.2 -0.146
H 9.529 -22.449 8.009 0.0 -0.1 -0.1 0.089
H 8.227 -24.749 7.291 -0.1 0.1 0.1 0.089
H 8.882 -26.571 9.173 -0.3 0.1 0.1 0.101
H 10.353 -25.362 10.861 -0.1 -0.3 0.1 0.076
H 10.949 -23.027 10.157 -0.1 -0.1 0.3 0.087
C 8.122 -28.699 7.118 0.3 0.5 0.4 -0.124
C 7.351 -29.350 8.114 0.1 -0.4 -0.2 -0.122
C 8.223 -30.095 8.869 -0.1 -1.2 -0.6 -0.147
N 9.464 -30.003 8.304 0.2 1.3 0.4 -0.008
C 9.447 -29.036 7.327 -0.7 -0.4 -0.2 -0.151
H 7.717 -27.987 6.417 0.2 0.0 -0.1 0.087
H 6.276 -29.414 8.140 0.0 0.2 0.3 0.087
H 8.043 -30.898 9.567 -0.1 0.2 0.2 0.101
H 10.316 -30.412 8.661 -0.1 0.0 -0.1 0.051
H 10.350 -28.614 6.922 0.1 -0.3 -0.2 0.098
C 16.318 -32.737 12.504 -0.6 0.1 -0.5 -0.102
C 15.292 -32.285 11.602 -0.3 -0.5 -0.2 -0.105
C 14.666 -33.411 11.102 0.6 -0.3 -0.7 -0.164
N 15.331 -34.506 11.561 0.0 0.3 1.3 0.013
C 16.260 -34.100 12.487 0.4 -1.0 -0.5 -0.146
H 17.044 -32.160 13.049 -0.1 0.2 0.1 0.088
H 15.053 -31.298 11.243 0.1 0.2 0.4 0.068
H 13.929 -33.641 10.348 -0.2 0.8 0.0 0.086
H 15.042 -35.460 11.415 0.0 0.0 0.0 0.088
H 16.833 -34.875 12.972 0.2 0.3 0.2 0.107
C 7.934 -27.354 13.181 0.4 0.8 -0.4 -0.098
C 9.225 -27.171 13.720 0.4 0.4 0.3 -0.119
C 9.587 -25.841 13.539 -0.3 0.1 0.5 -0.146
N 8.524 -25.201 12.947 0.1 -0.9 -0.2 0.014
C 7.571 -26.122 12.678 -1.3 -0.6 0.0 -0.148
H 7.378 -28.273 13.150 -0.1 0.0 -0.1 0.087
H 9.758 -27.929 14.274 0.3 0.1 -0.1 0.072
H 10.413 -25.240 13.884 0.2 -0.3 0.1 0.101
H 8.404 -24.228 12.739 0.4 0.1 -0.1 0.149
H 6.650 -25.869 12.175 0.1 0.2 0.0 0.113
C 9.985 -33.954 14.143 -1.2 0.0 1.3 -0.090
C 9.204 -33.103 13.331 0.4 1.1 -0.7 -0.122
C 8.593 -32.153 14.125 0.9 -0.2 0.3 -0.118
N 8.955 -32.433 15.421 -1.1 -0.2 -0.8 -0.009
C 9.665 -33.591 15.446 1.3 0.2 0.3 -0.147
H 10.646 -34.757 13.878 -0.2 -0.2 -0.1 0.074
H 9.257 -33.015 12.258 -0.2 -0.2 0.0 0.059
H 8.051 -31.248 13.909 -0.1 -0.1 -0.2 0.102
H 8.772 -31.795 16.172 -0.2 -0.4 0.3 0.138
H 9.941 -34.003 16.405 0.2 -0.1 -0.2 0.108
C 17.306 -26.476 13.612 -0.1 0.7 -1.0 -0.104
C 18.082 -25.297 13.716 0.2 1.1 1.0 -0.121
C 17.288 -24.204 13.402 -0.1 -0.6 -0.3 -0.129
N 16.085 -24.697 12.945 0.7 -0.3 0.2 0.033
C 16.140 -26.048 13.034 -1.4 -1.0 0.4 -0.188
H 17.526 -27.500 13.856 0.2 0.0 -0.1 0.092
H 19.084 -25.172 14.102 0.0 -0.2 0.1 0.085
H 17.438 -23.149 13.550 0.2 0.0 -0.3 0.099
H 15.264 -24.210 12.621 0.2 0.3 0.0 0.088
H 15.281 -26.649 12.768 0.0 0.1 0.0 0.094
C 12.129 -29.480 17.193 1.2 -0.7 0.1 -0.095
C 11.607 -30.355 16.062 -0.3 0.3 -0.3 -0.258
C 12.711 -31.111 15.314 0.6 1.0 -0.4 -0.160
C 13.638 -30.210 14.604 0.1 0.2 0.1 -0.227
N 14.339 -29.513 14.017 -0.1 0.0 0.1 0.165
H 12.446 -30.095 18.040 -0.2 0.1 0.1 0.077
H 11.465 -28.688 17.524 -0.2 -0.1 0.0 0.073
H 13.060 -29.033 16.828 -0.2 0.4 0.1 0.071
H 11.080 -29.656 15.405 -0.1 -0.5 -0.4 0.093
H 10.934 -31.152 16.372 -0.3 0.3 0.2 0.079
H 12.342 -31.742 14.503 -0.3 -0.5 0.5 0.113
H 13.316 -31.643 16.049 -0.1 -0.4 -0.2 0.127
C 16.236 -27.692 10.085 -0.5 -0.5 0.4 -0.113
C 16.636 -27.947 8.647 0.2 0.0 -0.7 -0.257
C 17.602 -26.858 8.155 1.2 -0.7 0.7 -0.193
C 18.376 -27.180 6.946 -1.0 0.3 -0.5 -0.235
N 18.936 -27.404 5.969 0.1 -0.1 0.2 0.130
H 17.070 -27.409 10.726 0.0 0.4 -0.2 0.068
H 15.866 -28.596 10.574 -0.1 -0.2 -0.2 0.066
H 15.406 -26.987 10.153 0.3 0.3 0.1 0.064
H 15.777 -27.950 7.971 -0.1 -0.2 0.2 0.109
H 17.124 -28.919 8.552 0.0 0.0 0.0 0.110
H 18.412 -26.831 8.896 -0.3 0.5 0.3 0.119
H 17.129 -25.880 8.114 0.1 0.1 -0.2 0.121
C 12.080 -27.104 10.748 0.8 -0.9 0.4 -0.098
C 12.114 -28.556 10.304 0.1 -1.2 0.0 -0.230
C 12.112 -29.604 11.472 0.0 0.6 -0.6 -0.156
C 11.731 -30.966 11.089 0.2 0.1 -0.3 -0.216
N 11.552 -32.058 10.776 -0.2 0.1 0.0 0.172
H 11.218 -26.966 11.401 -0.1 0.3 -0.2 0.051
H 12.119 -26.471 9.866 -0.4 0.2 0.1 0.075
H 12.965 -26.877 11.351 0.0 0.0 0.0 0.066
H 13.015 -28.798 9.739 0.0 0.3 -0.2 0.093
H 11.287 -28.774 9.631 -0.1 0.2 0.1 0.071
H 11.453 -29.266 12.273 0.1 -0.1 0.2 0.109
H 13.143 -29.702 11.809 -0.1 0.2 0.5 0.074
C 9.194 -35.582 10.723 0.2 -0.4 0.1 -0.102
C 10.525 -36.157 10.214 -0.7 0.1 0.2 -0.237
C 11.693 -35.814 11.142 0.5 -0.3 -0.1 -0.181
C 12.857 -36.674 10.927 0.1 -0.3 -0.1 -0.231
N 13.817 -37.280 10.744 -0.1 0.0 0.0 0.144
H 8.375 -35.894 10.075 0.1 0.4 -0.3 0.074
H 9.317 -34.503 10.769 -0.4 0.1 -0.1 0.048
H 8.876 -35.941 11.704 0.4 0.0 0.2 0.075
H 10.647 -35.751 9.210 0.4 -0.1 0.0 0.108
H 10.464 -37.244 10.139 0.0 0.0 -0.1 0.110
H 11.368 -35.963 12.173 0.1 0.2 0.1 0.105
H 12.145 -34.825 11.030 -0.8 0.3 0.1 0.085
C 15.301 -31.645 6.193 -0.4 0.3 1.2 -0.100
C 14.568 -32.970 6.387 0.6 -0.8 -0.4 -0.256
C 13.050 -32.827 6.498 -0.3 0.1 -0.5 -0.170
C 12.565 -31.617 7.190 0.4 -1.2 -0.1 -0.168
N 12.140 -30.718 7.751 0.1 0.5 0.1 0.194
H 16.322 -31.706 5.828 -0.1 -0.2 -0.3 0.075
H 15.375 -31.178 7.182 0.1 0.1 0.0 0.067
H 14.695 -30.940 5.623 0.2 -0.1 -0.4 0.077
H 14.952 -33.574 7.213 0.0 0.6 0.4 0.104
H 14.783 -33.670 5.573 -0.3 0.3 -0.3 0.107
H 12.618 -33.727 6.938 -0.1 0.2 0.3 0.116
H 12.602 -32.795 5.501 0.1 0.2 -0.1 0.123
```
Forces are in eV/Å.

Properties
HOMO energy in eV: -7.9
HOMO-LUMO gap in Ha: 0.3060
Largest force on an atom in eV Å⁻¹: 1.76